{"formula": "C5H9N", "method": "ωB97M-V/def2-TZVPD", "e_homo_ev": -8.137, "orbital_gap_ev": 8.170, "energy_ev": -6816.905, "charge": 0, "molar_mass_g_mol": 83.1, "species": ["C", "C", "C", "C", "C", "N", "H", "H", "H", "H", "H", "H", "H", "H", "H"], "xyz": [[-1.508, 0.006, 1.337], [-0.764, -0.659, 0.179], [0.700, -0.165, 0.002], [1.490, -1.052, -0.609], [0.865, 1.533, -0.941], [0.874, 1.236, 0.317], [-1.327, 1.080, 1.278], [-1.155, -0.378, 2.291], [-2.585, -0.055, 1.190], [-0.788, -1.740, 0.318], [-1.260, -0.433, -0.767], [1.114, -2.057, -0.716], [2.513, -0.849, -0.914], [1.750, 1.379, -1.564], [0.081, 2.154, -1.401]], "forces_ev_per_angstrom": [[0.04, 0.64, -0.81], [0.15, 0.78, 0.57], [-0.02, -2.04, 0.17], [0.88, 0.15, 0.54], [0.66, 1.89, 0.19], [-1.42, -0.40, -0.68], [0.27, -0.04, 0.30], [-0.29, 0.05, 0.12], [-0.09, -0.58, 0.37], [0.25, 0.01, -0.18], [-0.16, 0.00, 0.02], [0.08, -0.06, -0.21], [-0.19, 0.03, 0.00], [-0.42, -1.06, -0.57], [0.25, 0.67, 0.18]], "mulliken_charge": [-1.188, -0.485, 0.619, -0.885, -0.276, -0.449, 0.339, 0.306, 0.351, 0.320, 0.279, 0.247, 0.290, 0.290, 0.242]}

{"formula": "C20H62N18O12", "method": "ωB97M-V/def2-TZVPD", "e_homo_ev": -8.489, "orbital_gap_ev": 8.835, "smiles": "COCCNCCOC.COCCNCCOC.NC(N)=O.NC(N)=O.NC(N)=O.NC(N)=O.NC(N)=O.NC(N)=O.NC(N)=O.NC(N)=O", "energy_ev": -73142.699, "charge": 0, "molar_mass_g_mol": 746.8, "species": ["C", "O", "C", "C", "N", "C", "C", "O", "C", "H", "H", "H", "H", "H", "H", "H", "H", "H", "H", "H", "H", "H", "H", "H", "C", "O", "C", "C", "N", "C", "C", "O", "C", "H", "H", "H", "H", "H", "H", "H", "H", "H", "H", "H", "H", "H", "H", "H", "N", "C", "N", "O", "H", "H", "H", "H", "N", "C", "N", "O", "H", "H", "H", "H", "N", "C", "N", "O", "H", "H", "H", "H", "N", "C", "N", "O", "H", "H", "H", "H", "N", "C", "N", "O", "H", "H", "H", "H", "N", "C", "N", "O", "H", "H", "H", "H", "N", "C", "N", "O", "H", "H", "H", "H", "N", "C", "N", "O", "H", "H", "H", "H"], "xyz": [[-4.020, -5.843, 3.331], [-3.553, -6.117, 1.992], [-4.169, -5.567, 0.877], [-3.292, -5.844, -0.327], [-2.109, -5.083, -0.270], [-1.195, -5.490, -1.359], [-0.008, -4.563, -1.429], [0.755, -4.808, -0.236], [1.620, -3.826, 0.211], [-3.909, -6.720, 3.988], [-5.122, -5.691, 3.241], [-3.536, -4.940, 3.677], [-4.303, -4.494, 1.059], [-5.151, -5.968, 0.749], [-3.894, -5.499, -1.161], [-3.150, -6.952, -0.320], [-1.556, -5.231, 0.540], [-1.712, -5.510, -2.313], [-0.722, -6.414, -1.076], [-0.296, -3.514, -1.461], [0.595, -4.817, -2.326], [2.492, -3.699, -0.485], [1.992, -4.036, 1.185], [1.134, -2.836, 0.305], [-0.749, 3.910, 2.623], [0.231, 3.415, 1.674], [1.579, 3.870, 1.829], [2.523, 2.935, 1.165], [2.512, 1.593, 1.736], [3.007, 1.389, 3.105], [4.155, 2.157, 3.615], [5.375, 1.944, 2.921], [6.333, 2.729, 3.598], [-0.621, 3.377, 3.590], [-1.757, 3.859, 2.271], [-0.596, 5.020, 2.742], [1.745, 3.877, 2.922], [1.805, 4.862, 1.392], [3.444, 3.527, 1.340], [2.321, 2.864, 0.063], [3.018, 1.127, 0.989], [3.175, 0.296, 3.209], [2.144, 1.596, 3.757], [4.270, 1.801, 4.656], [4.069, 3.300, 3.757], [6.496, 2.251, 4.574], [5.887, 3.705, 3.657], [7.308, 2.774, 3.038], [5.674, 0.578, 0.054], [5.383, 0.547, -1.257], [6.247, -0.081, -2.055], [4.461, 1.208, -1.683], [6.580, 0.370, 0.412], [5.204, 1.319, 0.506], [6.862, -0.695, -1.614], [5.877, -0.433, -2.897], [-4.787, 3.946, -4.218], [-3.869, 3.389, -3.229], [-3.796, 1.972, -3.153], [-3.244, 4.161, -2.531], [-5.475, 3.292, -4.543], [-5.051, 4.893, -4.065], [-4.349, 1.381, -3.828], [-3.089, 1.368, -2.670], [-1.767, -2.324, -4.392], [-1.971, -3.418, -5.155], [-0.879, -3.809, -5.885], [-3.028, -4.008, -5.209], [-2.441, -2.285, -3.649], [-0.803, -2.163, -4.122], [0.028, -3.442, -5.638], [-0.844, -4.676, -6.344], [-1.766, -0.350, 4.735], [-0.687, 0.418, 4.473], [-0.019, -0.133, 3.445], [-0.444, 1.427, 5.118], [-2.351, 0.038, 5.458], [-2.175, -1.004, 4.081], [-0.459, -0.888, 2.993], [0.710, 0.309, 2.922], [1.198, -0.362, -2.307], [1.984, -1.179, -3.086], [3.293, -0.831, -3.194], [1.515, -2.221, -3.604], [0.352, -0.735, -1.939], [1.756, 0.187, -1.682], [3.541, 0.174, -3.069], [3.610, -1.299, -4.055], [-2.368, -1.670, -0.137], [-2.764, -1.396, 1.163], [-3.590, -0.316, 1.235], [-2.430, -2.006, 2.199], [-2.384, -0.922, -0.802], [-1.701, -2.400, -0.244], [-3.697, 0.300, 2.028], [-3.573, 0.156, 0.357], [-1.092, 2.859, -0.980], [-1.266, 1.491, -0.757], [-0.696, 1.014, 0.446], [-1.921, 0.743, -1.534], [-1.285, 3.209, -1.882], [-0.505, 3.328, -0.327], [-0.423, 1.682, 1.177], [-1.184, 0.256, 0.839], [-1.506, 6.288, -1.589], [-0.251, 6.437, -1.035], [0.021, 7.538, -0.246], [0.543, 5.608, -1.356], [-1.569, 5.592, -2.301], [-2.353, 6.773, -1.444], [-0.536, 8.342, -0.350], [0.984, 7.741, -0.199]], "forces_ev_per_angstrom": [[-1.55, -0.07, -1.90], [1.26, -1.43, 1.64], [0.13, 1.10, 0.67], [-1.66, -0.58, 1.29], [1.47, 0.71, -1.92], [0.18, 1.19, 0.78], [0.83, -0.17, 0.04], [-0.77, -0.72, 0.05], [0.61, 1.51, -1.57], [0.50, 0.37, -0.42], [0.55, 0.20, 0.39], [0.07, 0.11, 0.44], [0.12, 0.25, -0.38], [-0.91, -0.59, -0.26], [0.09, -0.34, -0.57], [0.02, 0.46, -0.44], [-0.03, -0.21, 1.28], [-0.08, -0.23, -0.09], [-0.14, -1.13, -0.44], [-0.04, 0.26, -0.16], [-0.15, 0.36, 0.39], [-0.53, -0.04, 0.47], [0.22, -0.68, 0.77], [-0.07, -0.15, -0.21], [1.96, 1.42, 0.69], [-0.96, 0.38, -0.37], [-1.18, 0.08, 0.92], [-0.12, 0.56, 0.15], [0.49, 0.27, -1.33], [-1.44, -0.75, -1.09], [1.12, 1.37, 1.31], [-0.34, -0.19, -0.39], [1.06, -0.89, -0.68], [-0.17, 0.37, -0.48], [-0.47, -0.73, -0.68], [0.08, -0.95, 0.20], [0.34, 0.27, -0.32], [-0.77, -0.08, 0.27], [0.46, -0.69, -0.46], [0.24, 0.11, 1.01], [0.18, -1.01, 0.85], [0.16, 0.62, -0.02], [0.33, 0.10, 0.20], [0.12, 0.09, -0.09], [-0.67, -1.50, -0.57], [0.18, 0.57, 0.07], [0.41, 0.84, 0.50], [-1.06, -0.16, 0.39], [0.06, -0.55, 0.66], [0.39, 1.35, 0.30], [0.47, -0.19, -0.58], [-1.68, 0.45, -0.63], [0.39, -0.22, 0.08], [-0.34, 0.67, 0.88], [1.12, -1.12, 0.60], [-0.38, -0.21, -1.02], [1.92, -2.50, 1.36], [-1.29, -0.85, -1.15], [-1.28, 0.18, -1.63], [0.39, -0.28, 0.01], [-0.34, 0.26, -0.17], [-0.18, 0.33, 0.24], [0.80, 1.48, 0.95], [-0.24, 1.61, 0.01], [0.46, 0.82, 0.70], [0.24, -1.42, -0.79], [0.91, 1.27, 0.39], [-0.66, -0.18, -0.04], [-0.10, 0.26, 0.20], [-0.04, 0.21, 0.14], [-0.08, 0.09, 0.02], [-0.51, -1.01, -0.42], [-1.59, -0.02, 1.36], [-0.74, -0.10, -0.02], [1.61, 0.64, -0.72], [0.76, 0.20, -0.29], [-0.08, -0.24, -0.12], [0.16, -0.03, -0.10], [-0.44, -1.04, -0.54], [0.24, 0.48, 0.04], [1.36, 0.08, -0.52], [-2.18, -1.79, 0.26], [0.36, 0.21, -1.45], [0.64, 1.50, 0.31], [-0.45, -0.22, 0.11], [-0.23, 0.51, 0.45], [-0.13, -1.03, -0.03], [0.29, 0.59, 0.70], [-0.58, -0.33, 2.00], [0.56, -0.55, 1.11], [-0.31, 0.51, -0.79], [0.10, 0.25, -1.35], [0.15, 0.38, -0.43], [0.17, -0.69, -0.06], [0.29, -0.66, 0.20], [-0.58, 0.79, -0.42], [-0.18, -3.73, 0.96], [0.03, 1.52, 0.64], [-0.26, 1.34, -1.40], [1.04, 0.63, 1.05], [-0.29, 0.53, -0.72], [0.45, 0.66, 0.21], [0.16, 0.04, -0.85], [-0.44, -1.12, 0.17], [0.50, 0.38, 0.30], [-2.40, 0.98, -1.14], [-0.46, -1.16, 0.17], [2.54, -1.39, 0.27], [-0.03, -0.43, 0.01], [-0.43, 0.75, 0.56], [-0.81, 0.78, -0.17], [1.09, 0.06, 0.17]], "mulliken_charge": [-0.662, -0.341, -0.572, -0.680, 0.096, -1.296, 0.628, -0.431, -0.448, 0.241, 0.316, 0.193, 0.224, 0.471, 0.416, 0.303, 0.168, 0.578, 0.386, -0.531, 0.356, 0.257, 0.323, 0.019, -0.975, -0.143, -0.856, -0.552, -0.073, -0.647, -0.751, -0.206, -0.788, 0.281, 0.290, 0.328, 0.347, 0.226, 0.366, 0.430, 0.016, 0.584, 0.175, 0.471, 0.296, 0.293, 0.387, 0.240, -0.275, 0.682, -0.465, -0.734, 0.207, 0.174, 0.185, 0.274, -0.490, 0.458, -0.221, -0.624, 0.194, 0.249, 0.230, 0.234, -0.407, 0.587, -0.439, -0.638, 0.213, 0.249, 0.228, 0.215, -0.409, 0.637, -0.105, -0.684, 0.226, 0.234, 0.050, 0.089, -0.060, 0.289, -0.281, -0.665, 0.013, 0.130, 0.271, 0.273, 0.079, -0.101, -0.279, -0.822, 0.161, 0.133, 0.287, 0.192, 0.086, 0.065, 0.812, -0.788, 0.198, -0.061, -0.023, 0.139, -0.282, 0.671, -0.472, -0.606, 0.194, 0.119, 0.199, 0.253]}

{"formula": "C28H26N4S4Tc", "method": "ωB97M-V/def2-TZVPD", "e_homo_ev": [-12.630, -12.536], "s_squared": 1.01, "orbital_gap_ev": [4.065, 4.026], "multiplicity": 2, "energy_ev": -80940.601, "charge": 2, "molar_mass_g_mol": 644.8, "species": ["Tc", "C", "C", "C", "C", "C", "H", "H", "H", "H", "H", "C", "C", "C", "N", "H", "H", "H", "H", "H", "N", "S", "C", "C", "C", "C", "C", "C", "C", "C", "C", "C", "C", "C", "H", "H", "H", "H", "H", "H", "H", "H", "H", "H", "H", "S", "C", "S", "C", "N", "N", "C", "C", "C", "C", "C", "C", "S", "H", "H", "H", "H", "H"], "xyz": [[-0.102, -0.055, 0.128], [-2.229, -0.847, 0.590], [-2.302, -0.161, -0.640], [-1.522, -0.887, -1.588], [-0.972, -2.010, -0.932], [-1.384, -1.975, 0.423], [-2.789, -0.611, 1.481], [-2.956, 0.665, -0.873], [-1.486, -0.700, -2.649], [-0.441, -2.813, -1.415], [-1.252, -2.770, 1.138], [0.453, 2.289, -4.183], [0.887, 3.050, -2.920], [0.643, 2.256, -1.763], [0.435, 1.527, -0.886], [0.767, 2.850, -5.058], [-0.627, 2.179, -4.217], [0.906, 1.303, -4.227], [0.333, 3.990, -2.838], [1.954, 3.295, -2.971], [1.851, -0.665, 0.098], [3.038, -0.534, 1.232], [3.765, -2.189, 1.261], [2.976, -3.286, 0.953], [3.520, -4.555, 1.070], [4.823, -4.716, 1.515], [5.596, -3.608, 1.826], [5.071, -2.334, 1.701], [4.348, 0.367, 0.367], [4.978, -0.122, -0.767], [5.972, 0.641, -1.359], [6.335, 1.862, -0.812], [5.683, 2.349, 0.309], [4.681, 1.602, 0.901], [2.203, -1.116, -0.743], [1.953, -3.148, 0.634], [2.927, -5.419, 0.818], [5.229, -5.706, 1.645], [6.612, -3.735, 2.163], [5.662, -1.464, 1.943], [4.718, -1.083, -1.183], [6.472, 0.273, -2.242], [7.135, 2.434, -1.255], [5.954, 3.302, 0.733], [4.166, 1.960, 1.777], [1.369, 6.102, 3.517], [0.844, 4.533, 3.502], [1.321, 3.404, 2.243], [0.223, 2.215, 2.976], [-0.348, 2.672, 4.033], [-0.025, 3.917, 4.349], [-0.667, 4.493, 5.469], [-1.854, 3.903, 5.911], [-2.525, 4.446, 6.989], [-2.025, 5.571, 7.630], [-0.834, 6.142, 7.206], [-0.144, 5.598, 6.138], [-0.042, 0.616, 2.448], [-2.232, 3.030, 5.404], [-3.442, 3.992, 7.331], [-2.555, 5.996, 8.467], [-0.431, 6.996, 7.730], [0.814, 6.012, 5.857]], "forces_ev_per_angstrom": [[-0.36, -1.84, 2.74], [-0.15, -0.12, 0.22], [0.10, 0.03, 0.02], [0.31, 0.07, 0.12], [0.00, 0.25, -0.01], [-0.33, -0.19, 0.09], [0.14, 0.12, 0.05], [0.21, 0.19, 0.12], [0.22, 0.17, 0.01], [0.31, 0.08, 0.06], [0.22, 0.10, 0.19], [0.01, 0.02, -0.07], [0.16, 0.59, -0.96], [-0.28, -1.27, 1.99], [0.37, 2.59, -2.00], [-0.01, 0.03, -0.05], [-0.09, 0.00, 0.00], [0.08, -0.04, -0.01], [0.11, -0.03, 0.11], [-0.12, -0.01, 0.15], [-0.37, -0.30, -0.15], [0.55, -0.11, -1.27], [-0.24, 0.20, 0.15], [-0.16, 0.13, -0.04], [0.09, -0.03, 0.00], [-0.11, 0.05, 0.05], [0.02, 0.04, -0.02], [0.00, 0.16, 0.05], [-0.31, -0.01, 0.55], [-0.01, -0.08, -0.10], [-0.14, -0.18, -0.01], [-0.02, 0.12, 0.11], [0.03, 0.04, -0.04], [-0.12, -0.11, 0.10], [0.04, -0.04, 0.09], [-0.04, -0.04, -0.02], [-0.10, -0.08, 0.00], [0.07, -0.12, -0.08], [0.12, 0.00, 0.07], [0.14, 0.05, 0.03], [-0.01, -0.18, -0.01], [0.06, -0.06, -0.06], [0.07, 0.07, -0.09], [0.08, 0.13, 0.04], [-0.04, 0.13, 0.20], [-0.10, -0.98, -0.44], [1.23, 1.97, -0.93], [-0.64, -0.40, 0.46], [1.25, 0.83, -1.13], [-0.62, -0.43, 0.91], [-0.09, -1.13, -0.35], [-0.72, 0.38, 1.03], [0.15, 0.12, -0.18], [0.07, 0.04, 0.01], [0.07, 0.05, -0.06], [-0.25, -0.25, 0.15], [0.43, -0.10, -0.08], [-0.79, -0.56, -1.90], [-0.11, -0.02, 0.01], [-0.07, -0.04, 0.00], [-0.08, 0.04, 0.09], [0.07, 0.04, -0.03], [-0.27, -0.05, 0.11]], "mulliken_spin": [0.886, 0.000, 0.002, -0.034, -0.001, -0.015, 0.004, 0.001, 0.001, 0.002, 0.003, 0.003, -0.004, 0.089, -0.108, 0.000, 0.000, 0.000, 0.004, 0.005, 0.078, -0.006, 0.003, -0.001, -0.001, -0.001, 0.000, 0.000, 0.011, 0.003, -0.001, 0.003, -0.001, 0.001, 0.001, -0.002, 0.000, 0.000, 0.000, 0.000, 0.001, 0.000, 0.000, 0.000, 0.001, 0.043, -0.014, -0.007, -0.022, 0.025, 0.017, 0.000, 0.006, -0.002, 0.007, -0.003, 0.005, 0.020, 0.001, 0.000, 0.000, 0.000, -0.001]}

{"formula": "C2H3NOS2", "method": "ωB97M-V/def2-TZVPD", "e_homo_ev": -8.279, "orbital_gap_ev": 7.488, "energy_ev": -27326.067, "charge": 0, "molar_mass_g_mol": 121.2, "species": ["C", "C", "H", "H", "H", "N", "O", "S", "S"], "xyz": [[0.676, 0.134, -0.439], [-0.574, -0.154, 1.772], [0.058, -0.874, -3.832], [1.718, 0.269, -0.145], [-1.592, -0.480, 1.976], [0.601, -0.238, -1.750], [-0.399, -0.018, 0.397], [-0.699, 0.280, -2.687], [0.586, -0.091, 2.879]], "forces_ev_per_angstrom": [[0.28, -3.19, -3.69], [1.69, -0.25, -1.20], [-2.34, 2.88, 1.98], [-0.51, -0.29, 1.05], [0.01, 0.34, -0.35], [0.82, 3.58, 4.98], [-1.23, 0.85, 0.22], [1.49, -4.14, -2.84], [-0.20, 0.22, -0.15]], "mulliken_charge": [0.054, -0.026, 0.171, 0.326, 0.329, -0.282, -0.209, -0.119, -0.243]}

{"formula": "C7H8NO2", "method": "ωB97M-V/def2-TZVPD", "e_homo_ev": -2.583, "orbital_gap_ev": 6.435, "energy_ev": -12972.218, "charge": -1, "molar_mass_g_mol": 138.1, "species": ["C", "C", "C", "C", "C", "C", "C", "N", "O", "O", "H", "H", "H", "H", "H", "H", "H", "H"], "xyz": [[0.972, 1.176, -0.812], [-0.230, 1.242, -1.297], [2.112, 0.891, -0.253], [-1.292, -1.001, -1.079], [-1.437, 1.307, -0.382], [2.581, -0.529, -0.078], [-3.072, -0.139, 0.659], [-1.971, 0.102, -0.242], [-1.698, -2.117, -0.748], [-1.822, 2.350, 0.142], [2.778, 1.665, 0.112], [-0.431, 1.369, -2.350], [3.552, -0.686, -0.554], [1.852, -1.204, -0.517], [2.681, -0.766, 0.984], [-4.036, 0.036, 0.167], [-3.007, -1.192, 0.948], [-2.994, 0.509, 1.537]], "forces_ev_per_angstrom": [[-0.13, 0.38, -0.07], [0.24, 0.84, 0.10], [0.34, -0.12, 0.02], [-0.66, -1.62, 0.21], [0.20, 0.15, -0.08], [-0.07, 0.02, -0.03], [0.10, -0.05, -0.01], [-0.29, -0.46, 0.19], [0.19, 0.85, -0.20], [0.01, 0.09, -0.01], [-0.07, 0.19, 0.03], [0.15, -0.09, -0.13], [0.03, -0.05, 0.01], [-0.01, -0.13, 0.00], [0.05, -0.06, 0.01], [0.05, 0.01, 0.12], [-0.08, 0.09, -0.04], [-0.06, -0.04, -0.10]], "mulliken_charge": [0.000, -0.330, -0.281, -0.678, 0.630, -0.967, -0.920, 0.288, -0.417, -0.728, 0.324, 0.360, 0.294, 0.288, 0.262, 0.235, 0.334, 0.306]}